Run one
# C4H4F2O2

The molecule C4H4F2O2 (ωB97M-V/def2-TZVPD, OMol25).

Bonds (Å) are listed after each position.
Cartesian coordinates (Å):
1 C 0.450 -1.605 -0.878  C2 1.657, H5 1.200, H6 1.030, H7 1.145
2 C -0.795 -0.893 -0.048  C1 1.657, C3 1.338, F11 1.354
3 C -0.679 0.272 0.600  C2 1.338, C4 1.468, F12 1.367
4 C 0.367 1.298 0.518  C3 1.468, O9 1.371, O10 1.232
5 H 0.975 -0.948 -1.734  C1 1.200
6 H 0.047 -2.503 -1.183  C1 1.030
7 H 1.211 -1.657 -0.024  C1 1.145
8 H 0.629 3.416 0.440  O9 1.081
9 O 0.024 2.595 0.801  C4 1.371, H8 1.081
10 O 1.414 1.210 -0.126  C4 1.232
11 F -1.974 -1.543 0.098  C2 1.354
12 F -1.671 0.357 1.538  C3 1.367

Values from the calculation:
2S+1 ... 1
SMILES string ... C/C(F)=C(/F)C(=O)O
Kohn-Sham gap ... 10.1985 eV
LUMO level ... 0.2 eV
Total charge ... 0

Results of the Mulliken charge analysis, in e, for atoms 1 through 6: -0.931 0.479 0.281 0.500 0.273 0.376


Run two
# C4H4F2O2

A cluster of 2 separate species, C4H4F2O2 in total (ωB97M-V/def2-TZVPD, OMol25).

Bonds (Å) are listed after each position.
Cartesian coordinates (Å):
1 C 2.856 1.062 -0.144  O5 1.157, F7 1.296
2 C 0.299 -1.034 0.176  C4 1.430, O6 1.183, F8 1.392
3 C -1.811 0.390 -0.200  C4 1.451, H9 1.083, H10 1.034, H11 1.024
4 C -0.776 -0.205 0.626  C2 1.430, C3 1.451, H12 1.030
5 O 1.755 1.260 0.154  C1 1.157
6 O 1.103 -1.540 0.882  C2 1.183
7 F 3.429 0.153 -0.868  C1 1.296
8 F 0.464 -1.277 -1.184  C2 1.392
9 H -2.377 1.119 0.366  C3 1.083
10 H -2.570 -0.307 -0.282  C3 1.034
11 H -1.521 0.511 -1.175  C3 1.024
12 H -0.851 -0.133 1.650  C4 1.030

Values from the calculation:
2S+1 ... 1
Kohn-Sham gap (alpha / beta) ... 4.1892 / 3.3902 eV
LUMO level (alpha / beta) ... -3.2 / -3.7 eV
Total charge ... 0

Results of the Mulliken charge analysis, in e, for atoms 1 through 6: 0.204 0.485 -1.216 -0.048 -0.164 -0.478


It is run one that is most stable; the runner-up trails by 3.666 eV.